(1)
{"formula": "C3H10NOS", "method": "the ωB97M-V functional and the def2-TZVPD basis", "species": ["C", "C", "C", "N", "O", "S", "H", "H", "H", "H", "H", "H", "H", "H", "H", "H"], "coordinates": [[-0.772, 1.593, -0.280], [0.217, -1.243, 2.209], [0.586, 0.370, -1.762], [-0.681, 0.361, -1.083], [0.605, -1.113, 0.859], [0.604, -0.346, -3.274], [0.129, 2.079, -0.122], [-1.281, 2.298, -0.975], [-1.230, 1.356, 0.690], [0.988, -1.540, 2.950], [-0.425, -2.074, 2.305], [-0.296, -0.337, 2.721], [-1.463, -0.007, -1.516], [-0.401, -0.347, -0.113], [1.478, -0.723, 0.766], [1.941, -0.328, -3.375]], "atomic_forces_ev_per_a": [[-3.310, 1.064, -0.943], [-0.223, 1.134, 3.035], [0.714, -0.757, -0.624], [4.270, -1.328, 3.696], [-0.633, 0.572, -0.500], [-0.395, 0.057, 0.653], [2.195, 0.062, 0.201], [-0.413, -0.149, 1.263], [-0.382, 0.545, -0.558], [0.392, 0.459, -1.030], [-1.183, -0.796, -0.387], [0.793, -1.130, -1.420], [-2.484, -0.469, -1.134], [0.423, 0.396, -2.143], [0.208, 0.145, 0.042], [0.027, 0.196, -0.150]], "charge": 1, "orbital_gap_ev": 9.05}

---

(2)
{"formula": "C3H10NOS", "method": "the ωB97M-V functional and the def2-TZVPD basis", "species": ["C", "C", "C", "N", "O", "S", "H", "H", "H", "H", "H", "H", "H", "H", "H", "H"], "coordinates": [[-1.664, 1.162, 1.150], [0.235, -0.054, -1.487], [0.736, 0.281, -0.115], [1.554, -0.735, 0.509], [-0.811, 0.105, 1.036], [0.306, -1.866, -1.792], [-1.181, 2.078, 1.506], [-2.357, 0.829, 1.937], [-2.247, 1.352, 0.243], [-0.789, 0.297, -1.630], [0.859, 0.411, -2.256], [1.006, 1.312, 0.072], [1.161, -0.933, 1.443], [1.412, -1.591, -0.140], [2.544, -0.473, 0.591], [-0.765, -2.175, -1.064]], "atomic_forces_ev_per_a": [[-0.766, 1.077, 0.178], [0.090, -0.744, -0.276], [-4.204, 0.693, 2.058], [0.002, -0.243, 0.189], [4.779, -1.729, -2.259], [-0.008, 0.375, -0.486], [-0.051, 0.060, -0.081], [-0.059, 0.214, -0.166], [-0.007, 0.110, -0.024], [0.171, 0.106, 0.124], [-0.013, -0.027, 0.056], [0.255, -0.071, 0.116], [0.052, 0.052, -0.145], [0.246, 0.283, 0.522], [-0.217, -0.108, 0.016], [-0.270, -0.048, 0.177]], "charge": 1, "orbital_gap_ev": 10.00}

---

(3)
{"formula": "C3H10NOSi", "method": "the ωB97M-V functional and the def2-TZVPD basis", "species": ["C", "C", "C", "N", "O", "Si", "H", "H", "H", "H", "H", "H", "H", "H", "H", "H"], "coordinates": [[-3.459, 0.442, 1.021], [1.956, 0.777, 0.780], [1.686, -0.925, -1.663], [-3.204, -0.232, 0.025], [-0.609, 0.549, -0.546], [0.687, -0.233, -0.216], [-4.480, 0.503, 1.480], [-2.244, -0.086, -0.398], [-2.889, 0.979, 1.844], [2.891, 0.935, 0.294], [1.386, 1.703, 0.712], [2.171, 0.426, 1.775], [2.474, -0.287, -2.107], [2.244, -1.851, -1.368], [1.017, -1.175, -2.494], [0.373, -1.527, 0.858]], "atomic_forces_ev_per_a": [[-1.272, 1.061, 3.748], [-0.878, -0.031, -0.493], [0.694, -0.842, -0.535], [0.406, -0.053, -2.206], [-0.674, 0.443, -0.500], [0.751, -1.806, 1.745], [-0.139, -0.638, -0.824], [-0.030, -0.160, 1.082], [0.984, -0.157, -1.691], [0.801, 0.064, -0.615], [0.235, 0.446, 0.715], [-0.289, 0.100, 0.538], [-0.445, 0.174, 0.405], [-0.547, 0.476, -0.124], [0.013, -0.188, 0.077], [0.390, 1.111, -1.323]], "charge": -1, "orbital_gap_ev": 8.56}

---

(4)
{"formula": "C3H10NOSi2", "method": "the ωB97M-V functional and the def2-TZVPD basis", "species": ["C", "C", "C", "N", "O", "Si", "Si", "H", "H", "H", "H", "H", "H", "H", "H", "H", "H"], "coordinates": [[2.607, 0.701, 0.345], [-1.642, 1.009, 0.692], [0.046, -0.845, 0.098], [-0.884, 0.245, -0.341], [1.905, 1.653, 0.301], [-2.713, 0.018, -0.438], [1.918, -0.992, -0.377], [-1.459, 0.783, 1.800], [-1.416, 2.036, 0.603], [0.064, -0.917, 1.171], [-0.263, -1.822, -0.228], [3.660, 0.803, 0.856], [-0.397, 0.920, -0.902], [-2.926, 0.925, -1.534], [-3.389, -1.269, -0.409], [2.331, -1.123, -1.720], [2.557, -2.125, 0.082]], "atomic_forces_ev_per_a": [[2.680, -1.993, 0.798], [-0.237, -1.227, 2.892], [0.935, -0.597, -0.269], [1.309, -1.462, 0.558], [-1.634, 1.670, -0.224], [0.481, 1.819, -0.474], [-0.473, 2.965, 0.490], [-0.040, -0.343, -1.817], [-0.509, 1.178, -0.447], [-0.133, 0.245, 0.582], [-0.941, -0.387, -0.314], [-1.311, -0.226, -0.800], [0.105, 0.102, -0.670], [-0.683, -0.025, -0.571], [0.265, -0.244, 0.390], [-0.256, 0.371, -1.639], [0.442, -1.847, 1.514]], "smiles": "O=C[SiH2]C[N@@H+]1C[SiH2]1", "charge": 1, "orbital_gap_ev": 8.85}

---

What did we get for relative energy (zero: lowest compared OMol25 entry of this formula, charge and spin)? Answer: 407.22 257.89 23.40 30.57 kJ/mol, in the order shown.
What did we get for lowest unoccupied orbital energy? Answer: -4.7 -4.2 4.3 -3.9 eV, in the order shown.
What did we get for E_HOMO? Answer: -0.5045 -0.5208 -0.1576 -0.4694 Eh, in the order shown.